No. 1
{
  "formula": "C3H3NaO3",
  "method": "ωB97M-V with the def2-TZVPD basis set",
  "total_energy_ev": -13713.588,
  "orbital_gap_ev": [5.27, 5.27],
  "charge": 0,
  "species": ["H", "C", "C", "O", "C", "O", "O", "H", "H", "Na"],
  "positions_angstrom": [[-0.99180, -0.99404, 2.06716], [-2.29127, 1.20445, 2.45343], [-2.47528, 0.04252, 2.03513], [-3.42887, -0.76446, 1.54747], [-3.83015, -1.86294, 2.25020], [-3.73581, -1.98611, 3.43546], [-4.37425, -2.68787, 1.38577], [-1.46355, 1.89436, 2.58228], [-4.74083, -3.45630, 1.84433], [-4.23065, 2.45812, 1.17116]],
  "forces_ev_per_a": [[-2.4, 1.3, -0.2], [-1.7, 3.2, -0.6], [4.3, -3.0, 0.5], [-1.0, -0.4, -0.6], [0.7, 1.3, 1.1], [-0.1, -0.3, -0.3], [-0.5, -0.7, -0.8], [0.0, -1.0, 0.3], [0.2, 0.2, 0.2], [0.5, -0.5, 0.5]]
}



No. 2
{
  "formula": "C3H3NiO2",
  "method": "ωB97M-V with the def2-TZVPD basis set",
  "total_energy_ev": -48270.417,
  "orbital_gap_ev": [8.29, 5.79],
  "charge": 2,
  "multiplicity": 4,
  "species": ["O", "Ni", "O", "C", "C", "C", "H", "H", "H"],
  "positions_angstrom": [[0.65317, 0.74240, -0.94372], [-2.84123, 1.88910, 0.54903], [-1.23429, 1.41872, 0.01536], [-0.60703, 0.66011, -0.69267], [1.28602, -0.38482, -0.35022], [0.42667, -0.95640, 0.55597], [1.96058, -0.87657, -1.04759], [0.27265, -0.51668, 1.54419], [0.08347, -1.97586, 0.36966]],
  "forces_ev_per_a": [[3.7, -1.7, 0.4], [-2.7, 1.0, 0.9], [2.6, -1.8, -2.2], [-2.7, 2.0, 2.2], [-1.4, 1.6, -3.4], [0.2, -1.3, 1.7], [0.8, 0.2, 0.3], [-0.5, 0.2, -0.2], [0.2, -0.3, 0.2]]
}



No. 3
{
  "formula": "C3H3O2P",
  "method": "ωB97M-V with the def2-TZVPD basis set",
  "total_energy_ev": -16537.788,
  "orbital_gap_ev": [7.63, 7.22],
  "charge": 0,
  "species": ["C", "C", "C", "O", "O", "P", "H", "H", "H"],
  "positions_angstrom": [[1.33908, 1.20290, 0.09952], [0.66232, -1.16653, 0.10598], [0.36156, 0.14928, 0.04162], [2.58026, 0.97312, -0.02078], [-0.95611, 0.54352, -0.06392], [3.30160, -0.44788, -0.04811], [1.13264, 2.20290, 0.18782], [0.28096, -2.10166, -0.45819], [-1.33736, -0.31321, -0.17480]],
  "forces_ev_per_a": [[-2.7, -1.6, -0.1], [3.2, -0.7, -1.8], [0.5, 0.3, 0.2], [2.0, 0.1, 0.3], [0.8, 0.8, 0.1], [-1.8, -2.1, 0.0], [-1.0, 2.2, 0.1], [0.5, 1.8, 1.5], [-1.4, -0.6, -0.1]]
}



No. 4
{
  "formula": "C3H3O2S",
  "method": "ωB97M-V with the def2-TZVPD basis set",
  "total_energy_ev": -18086.853,
  "orbital_gap_ev": 4.95,
  "charge": -1,
  "species": ["C", "C", "C", "O", "O", "S", "H", "H", "H"],
  "positions_angstrom": [[1.25121, -1.31542, 0.22743], [0.83175, -2.42199, 0.43629], [1.56007, 0.04549, -0.27815], [-2.45492, 2.02285, 0.24842], [-3.66502, -0.19366, 0.50958], [-2.45260, 0.53919, 0.17774], [1.63433, 0.85709, 0.54486], [2.56337, 0.08484, -0.87255], [0.73181, 0.38161, -0.99363]],
  "forces_ev_per_a": [[1.0, 3.7, -1.0], [-1.1, -3.1, 0.8], [0.5, 0.9, -0.3], [-0.3, -3.0, 0.0], [1.2, 1.1, -0.3], [-0.8, 1.8, 0.4], [-0.1, -1.2, -1.2], [-1.6, 0.0, 0.9], [1.1, -0.2, 0.8]]
}